Computed, not measured: a cluster of 2 separate species, C23H37F7N6O4 in total in a non-equilibrium geometry, with wB97M-V/def2-TZVPD.

HOMO energy (alpha / beta) ... -10.05 / -10.83 eV
LUMO level (alpha / beta) ... -3.2 / -3.2 eV
Gap between HOMO and LUMO (alpha / beta) ... 0.25043 / 0.27904 Ha
Energy relative to the best compared isomer or geometry (same formula, charge and spin) ... 0.0 kJ/mol
2S+1 ... 2
Charge ... +1
DFT total energy ... -2226.84891 Eh

Geometry as XYZ:
```
77
C23H37F7N6O4 (wB97M-V/def2-TZVPD)
C -3.577 2.249 2.352
C -2.806 2.700 1.152
C -2.862 2.227 -0.095
C -3.792 1.039 -0.371
C -4.212 0.820 -1.829
O -3.155 0.239 -2.603
C -5.365 -0.241 -1.877
N -6.550 0.108 -1.095
N -1.979 2.934 -0.921
N -1.783 2.699 -2.274
C -2.358 3.738 -3.095
O -1.790 4.735 -3.425
F -3.587 3.532 -3.518
C -0.428 2.434 -2.657
O -0.195 2.126 -3.784
F 0.549 2.564 -1.772
C -1.412 3.866 -0.137
N -0.471 4.806 -0.518
N -1.836 3.756 1.082
C -1.424 4.549 2.241
C -0.068 3.993 2.767
C -0.197 2.581 3.400
C 0.360 1.467 2.528
F -0.029 1.617 1.224
F -0.148 0.280 2.902
C 1.936 1.383 2.498
F 2.339 1.982 1.373
F 2.287 0.113 2.414
F 2.504 1.973 3.528
H -3.633 3.013 3.137
H -4.610 2.069 2.042
H -3.141 1.354 2.810
H -4.697 1.233 0.211
H -3.326 0.126 0.032
H -4.613 1.712 -2.325
H -2.408 0.096 -2.016
H -5.682 -0.280 -2.926
H -5.012 -1.219 -1.537
H -6.898 1.036 -1.298
H -6.405 -0.017 -0.103
H -0.592 5.613 0.089
H -0.669 5.122 -1.469
H -1.269 5.608 2.006
H -2.194 4.485 3.010
H 0.646 3.944 1.939
H 0.250 4.685 3.554
H -1.234 2.302 3.626
H 0.301 2.610 4.374
C 1.612 -2.468 -0.434
C 2.632 -3.199 0.473
C 3.961 -2.436 0.475
C 4.756 -2.592 -0.819
C 4.935 -4.067 -1.171
C 3.615 -4.844 -1.202
N 2.794 -4.612 0.022
O 3.314 -5.294 0.999
C 2.816 -4.458 -2.463
C 3.923 -6.330 -1.398
C 2.021 -3.125 1.874
H 1.073 -1.699 0.123
H 2.079 -1.952 -1.274
H 0.860 -3.156 -0.823
H 4.582 -2.783 1.307
H 3.772 -1.375 0.662
H 4.266 -2.059 -1.640
H 5.736 -2.125 -0.701
H 5.432 -4.149 -2.140
H 5.614 -4.519 -0.441
H 1.827 -4.919 -2.456
H 3.330 -4.806 -3.359
H 2.693 -3.385 -2.594
H 4.592 -6.721 -0.633
H 4.416 -6.489 -2.357
H 3.009 -6.927 -1.390
H 1.070 -3.660 1.918
H 1.830 -2.088 2.149
H 2.678 -3.530 2.642
```